Entry 1:
{
  "formula": "C34H51O26",
  "method": "ωB97M-V with the def2-TZVPD basis set",
  "species": ["C", "C", "O", "O", "H", "H", "H", "C", "C", "C", "O", "C", "O", "O", "H", "H", "H", "H", "H", "H", "C", "C", "C", "O", "C", "O", "O", "H", "H", "H", "H", "H", "H", "C", "C", "C", "O", "C", "O", "O", "H", "H", "H", "H", "H", "H", "C", "C", "C", "O", "C", "O", "O", "H", "H", "H", "H", "H", "H", "C", "C", "C", "O", "C", "O", "O", "H", "H", "H", "H", "H", "H", "C", "C", "C", "O", "C", "O", "O", "H", "H", "H", "H", "H", "H", "C", "C", "C", "O", "C", "O", "O", "H", "H", "H", "H", "H", "H", "C", "C", "C", "O", "C", "O", "O", "H", "H", "H", "H", "H", "H"],
  "positions_angstrom": [[0.393, -0.361, 0.457], [-1.046, -0.161, -0.063], [-1.206, -0.254, -1.303], [-1.897, 0.142, 0.811], [1.146, -0.056, -0.277], [0.538, -1.422, 0.672], [0.638, 0.246, 1.330], [-0.270, 0.658, -4.461], [0.648, 1.744, -3.975], [1.308, 1.515, -2.635], [2.666, 1.958, -2.825], [2.927, 1.981, -4.150], [4.014, 2.126, -4.618], [1.803, 1.787, -4.860], [-0.523, 0.872, -5.501], [-1.205, 0.634, -3.902], [0.183, -0.330, -4.388], [0.156, 2.717, -4.038], [1.261, 0.472, -2.313], [0.960, 2.111, -1.792], [4.048, -0.982, -2.162], [5.471, -0.499, -2.204], [6.148, -0.360, -3.559], [7.004, 0.775, -3.360], [6.493, 1.540, -2.373], [6.862, 2.631, -2.085], [5.482, 0.884, -1.750], [3.982, -2.065, -2.060], [3.434, -0.620, -2.983], [3.609, -0.610, -1.233], [6.102, -1.036, -1.491], [5.482, -0.118, -4.386], [6.771, -1.229, -3.761], [-3.886, 2.393, 3.358], [-4.184, 0.923, 3.277], [-3.191, 0.005, 3.994], [-3.973, -0.789, 4.871], [-5.202, -0.242, 5.000], [-5.995, -0.521, 5.838], [-5.400, 0.694, 4.048], [-2.862, 2.558, 3.015], [-4.040, 2.834, 4.344], [-4.562, 2.982, 2.733], [-4.330, 0.580, 2.254], [-2.408, 0.537, 4.539], [-2.689, -0.632, 3.270], [-1.505, -2.963, 5.007], [-1.326, -3.206, 3.533], [0.132, -3.451, 3.113], [0.186, -4.828, 2.737], [-1.082, -5.337, 2.703], [-1.358, -6.429, 2.341], [-1.953, -4.458, 3.222], [-1.103, -3.774, 5.615], [-2.522, -2.771, 5.355], [-1.033, -2.035, 5.355], [-1.750, -2.400, 2.938], [0.851, -3.253, 3.905], [0.387, -2.840, 2.246], [3.697, 2.379, 0.953], [3.995, 0.946, 1.400], [5.496, 0.668, 1.658], [5.579, 0.259, 3.011], [4.381, 0.428, 3.615], [4.191, 0.285, 4.780], [3.438, 0.769, 2.722], [4.516, 3.039, 1.232], [2.822, 2.713, 1.513], [3.450, 2.454, -0.103], [3.569, 0.232, 0.699], [6.069, 1.582, 1.500], [5.906, -0.073, 0.972], [-4.497, -1.043, -2.723], [-4.793, 0.202, -1.944], [-3.817, 1.339, -2.192], [-4.655, 2.504, -2.255], [-5.930, 2.123, -2.477], [-6.836, 2.863, -2.694], [-6.031, 0.774, -2.449], [-4.184, -0.810, -3.747], [-5.327, -1.745, -2.770], [-3.621, -1.575, -2.339], [-4.937, -0.013, -0.885], [-3.315, 1.290, -3.157], [-3.116, 1.391, -1.363], [1.102, -3.196, -1.829], [0.258, -3.901, -0.809], [-1.257, -3.677, -0.868], [-1.814, -4.984, -0.790], [-0.849, -5.906, -0.989], [-1.023, -7.072, -1.130], [0.367, -5.313, -1.043], [0.994, -3.600, -2.836], [2.159, -3.253, -1.564], [0.905, -2.122, -1.912], [0.622, -3.690, 0.200], [-1.589, -3.215, -1.804], [-1.630, -2.991, -0.106], [-2.587, 3.653, 0.287], [-1.318, 4.161, 0.926], [-0.147, 3.179, 0.741], [0.904, 4.008, 0.217], [0.404, 5.187, -0.198], [1.021, 6.018, -0.781], [-0.902, 5.288, 0.125], [-3.321, 4.452, 0.181], [-3.059, 2.775, 0.724], [-2.323, 3.353, -0.729], [-1.383, 4.477, 1.966], [-0.324, 2.399, 0.002], [0.148, 2.728, 1.686]],
  "lowdin_charge": [-0.017, -0.761, -0.057, -0.062, 0.042, 0.044, 0.066, -0.016, -0.283, -0.083, 0.048, -0.571, 0.158, 0.088, 0.090, 0.065, 0.091, 0.160, 0.099, 0.121, -0.008, -0.291, -0.077, 0.065, -0.571, 0.166, 0.047, 0.079, 0.087, 0.070, 0.151, 0.130, 0.135, -0.028, -0.278, -0.100, 0.052, -0.567, 0.160, 0.077, 0.074, 0.096, 0.089, 0.144, 0.140, 0.096, -0.028, -0.290, -0.080, 0.057, -0.563, 0.180, 0.094, 0.096, 0.077, 0.094, 0.129, 0.136, 0.095, 0.007, -0.274, -0.091, 0.074, -0.572, 0.156, 0.073, 0.091, 0.075, 0.079, 0.116, 0.130, 0.121, -0.021, -0.290, -0.095, 0.055, -0.574, 0.149, 0.075, 0.089, 0.087, 0.075, 0.156, 0.125, 0.090, -0.019, -0.305, -0.082, 0.073, -0.568, 0.164, 0.082, 0.099, 0.068, 0.069, 0.125, 0.128, 0.127, -0.022, -0.281, -0.078, 0.041, -0.572, 0.162, 0.081, 0.099, 0.066, 0.085, 0.150, 0.105, 0.132],
  "total_energy_ev": -89326.281,
  "homo_lumo_gap_ev": 9.1,
  "charge": -1
}


Entry 2:
{
  "formula": "C34H51O2SSiTi",
  "method": "ωB97M-V with the def2-TZVPD basis set",
  "species": ["Ti", "C", "C", "C", "C", "C", "C", "C", "C", "C", "C", "C", "C", "H", "H", "H", "H", "H", "H", "H", "H", "H", "H", "H", "H", "H", "H", "H", "H", "H", "H", "C", "C", "C", "S", "O", "C", "C", "C", "H", "H", "H", "H", "H", "H", "H", "H", "H", "H", "H", "H", "H", "H", "C", "C", "C", "C", "Si", "O", "C", "C", "C", "C", "C", "C", "C", "C", "C", "C", "C", "C", "H", "H", "H", "H", "H", "H", "H", "H", "H", "H", "H", "H", "H", "H", "H", "H", "H", "H", "H"],
  "positions_angstrom": [[0.136, -0.338, 1.183], [-0.744, 2.041, 3.413], [0.132, 0.847, 3.142], [-0.248, -0.449, 3.569], [-1.530, -0.606, 4.338], [0.514, -1.572, 3.208], [0.125, -2.943, 3.703], [1.722, -1.393, 2.464], [2.562, -2.582, 2.073], [2.211, -0.077, 2.242], [3.572, 0.084, 1.616], [1.414, 1.045, 2.545], [1.905, 2.452, 2.326], [-0.496, 2.502, 4.372], [-1.795, 1.769, 3.438], [-0.622, 2.799, 2.642], [-1.431, -0.154, 5.327], [-1.815, -1.645, 4.468], [-2.352, -0.103, 3.834], [-0.707, -3.377, 3.144], [-0.183, -2.895, 4.746], [0.955, -3.639, 3.654], [3.314, -2.801, 2.836], [3.090, -2.411, 1.139], [1.958, -3.475, 1.934], [4.337, -0.221, 2.333], [3.772, 1.102, 1.305], [3.690, -0.543, 0.734], [1.619, 2.847, 1.349], [2.988, 2.504, 2.390], [1.504, 3.119, 3.085], [-4.837, -0.700, 2.598], [-5.215, -0.804, 1.130], [-4.412, 0.092, 0.194], [-2.707, -0.286, -0.191], [-1.972, -0.327, 1.172], [-2.851, -2.016, -0.747], [-2.325, -3.059, 0.238], [-0.842, -3.354, 0.100], [-5.550, -1.250, 3.211], [-4.840, 0.339, 2.935], [-3.846, -1.108, 2.783], [-6.262, -0.524, 0.992], [-5.156, -1.845, 0.804], [-4.376, 1.124, 0.553], [-4.859, 0.138, -0.806], [-2.318, -2.066, -1.697], [-3.909, -2.176, -0.951], [-2.887, -3.976, 0.047], [-2.571, -2.757, 1.259], [-0.602, -3.733, -0.896], [-0.521, -4.098, 0.829], [-0.205, -2.466, 0.227], [2.818, -0.080, -3.985], [1.990, -0.672, -2.840], [2.922, -1.363, -1.837], [1.058, -1.754, -3.412], [0.893, 0.634, -2.035], [0.228, -0.057, -0.672], [1.799, 2.178, -1.468], [3.171, 2.196, -1.200], [3.807, 3.334, -0.718], [3.078, 4.490, -0.483], [1.712, 4.499, -0.733], [1.089, 3.359, -1.221], [-0.403, 1.178, -3.271], [-1.618, 0.527, -3.496], [-2.483, 0.920, -4.505], [-2.145, 1.978, -5.338], [-0.936, 2.629, -5.154], [-0.082, 2.233, -4.132], [3.425, -0.866, -4.445], [3.497, 0.706, -3.650], [2.186, 0.341, -4.772], [3.319, -2.282, -2.282], [2.401, -1.654, -0.920], [3.785, -0.753, -1.561], [1.657, -2.536, -3.890], [0.369, -1.364, -4.163], [0.469, -2.234, -2.624], [3.778, 1.318, -1.390], [4.875, 3.322, -0.540], [3.571, 5.381, -0.117], [1.135, 5.398, -0.561], [0.024, 3.400, -1.425], [-1.894, -0.327, -2.894], [-3.417, 0.392, -4.654], [-2.815, 2.286, -6.130], [-0.653, 3.446, -5.804], [0.857, 2.761, -4.012]],
  "lowdin_charge": [0.884, -0.014, -0.253, -0.225, -0.010, -0.214, -0.013, -0.246, -0.020, -0.215, 0.002, -0.212, 0.000, 0.109, 0.076, 0.091, 0.112, 0.079, 0.054, 0.087, 0.093, 0.079, 0.111, 0.068, 0.077, 0.113, 0.060, 0.062, 0.076, 0.087, 0.090, -0.094, -0.264, -0.337, 1.035, -0.576, -0.298, -0.260, -0.090, 0.084, 0.086, 0.039, 0.118, 0.102, 0.103, 0.103, 0.081, 0.090, 0.123, 0.097, 0.087, 0.080, 0.032, -0.075, -0.591, -0.086, -0.083, 0.546, -0.410, -0.214, -0.101, -0.083, -0.082, -0.086, -0.105, -0.220, -0.111, -0.080, -0.078, -0.070, -0.094, 0.091, 0.073, 0.081, 0.092, 0.054, 0.067, 0.090, 0.078, 0.065, 0.086, 0.110, 0.108, 0.108, 0.109, 0.059, 0.103, 0.106, 0.108, 0.105],
  "spin_multiplicity": 3,
  "total_energy_ev": -82007.742,
  "homo_lumo_gap_ev": [7.6, 8.5],
  "charge": 1
}